No. 1
The following is a quantum chemistry calculation of an isolated ion of composition C2H5N4O and charge +1 at a distorted geometry, from the OMol25 dataset.

```
12
Properties=species:S:1:pos:R:3:mulliken_charge:R:1
C 0.2086 1.0066 -1.0185 -0.111
C -0.6558 0.3343 -0.2577 0.433
N -0.1412 -0.5910 0.7603 -0.197
N 1.2380 -0.9076 0.8208 0.040
N 1.8422 -0.1290 -0.0068 0.255
N -2.0440 0.1591 -0.4561 -0.482
O 3.0324 -0.0098 -0.0702 -0.422
H 0.8792 1.7313 -1.5848 0.389
H -0.7539 -1.3004 0.8480 0.283
H 1.4849 -1.2889 1.7096 0.285
H -2.4681 0.7746 -1.0839 0.247
H -2.6223 0.2207 0.3391 0.281
```

Computed properties:
- Kohn-Sham gap (eV) = 8.39
- E_LUMO (eV) = -6.2
- charge = +1
- spin multiplicity = 1
- calculated total energy (eV) = -10148.905


No. 2
The following is a quantum chemistry calculation of a 2-piece molecular cluster, C4H14N2O overall at a distorted geometry, from the OMol25 dataset.

```
21
Properties=species:S:1:pos:R:3:mulliken_charge:R:1
C 1.9581 0.1263 1.0378 -3.857
N 1.1724 -0.7272 0.1490 2.648
C -0.1328 -1.0413 0.6843 -2.448
C -0.9786 0.2173 0.9157 -0.337
C -0.9753 1.1650 -0.2771 -0.787
N -2.3720 1.3345 -0.7898 -0.640
H 1.6291 0.0651 2.0834 0.542
H 3.0098 -0.1619 1.0588 1.276
H 1.9561 1.1864 0.7460 0.145
H 1.7575 -1.5549 0.0432 -0.025
H -0.0524 -1.6029 1.6177 0.265
H -0.6917 -1.6120 -0.0610 0.306
H -0.6141 0.6808 1.8337 0.736
H -2.0031 -0.1243 1.0464 0.581
H -0.4281 0.7496 -1.1060 0.384
H -0.5139 2.1426 -0.0817 -0.094
H -2.9713 1.5816 -0.0130 0.284
H -2.4310 2.1265 -1.4162 0.279
H 1.5146 -1.1505 -2.1801 0.299
H 0.1559 -1.7626 -2.4279 0.337
O 1.0105 -1.6380 -2.8631 -0.894
```

Computed properties:
- Kohn-Sham gap (alpha / beta) (eV) = 2.65 / 9.25
- E_LUMO (alpha / beta) (eV) = 3.9 / 3.8
- charge = -1
- spin multiplicity = 2
- calculated total energy (eV) = -9400.990


No. 3
The following is a quantum chemistry calculation of C4H9NOS2 as an isolated structure at a distorted geometry, from the OMol25 dataset.

```
17
Properties=species:S:1:pos:R:3:mulliken_charge:R:1
C 2.3346 0.4650 -1.7519 -0.684
C 0.4356 -0.8175 -0.4586 0.413
C 0.5284 1.1524 0.5344 -0.279
C -1.5671 0.5824 2.3928 -0.741
H 2.2697 1.7509 -1.4462 0.239
H 2.4607 0.2346 -3.0063 0.280
H 3.4423 0.0515 -1.0550 0.205
H 1.0177 -0.7887 -2.4848 0.308
H 0.8537 1.5825 -0.4447 0.134
H 1.0093 1.5371 1.5007 0.281
H -1.1993 1.4234 3.3605 0.232
H -1.1105 -0.5706 2.5965 0.248
H -2.6605 0.7229 2.4413 0.321
N 1.0676 -0.2957 -1.6209 -0.256
O 0.7553 -0.2694 0.6905 -0.268
S -0.5718 -2.0268 -0.6543 -0.357
S -1.3024 1.4010 0.6580 -0.078
```

Computed properties:
- Kohn-Sham gap (eV) = 9.06
- E_LUMO (eV) = 0.5
- spin multiplicity = 1
- calculated total energy (eV) = -29497.176


No. 4
The following is a quantum chemistry calculation of C3H4OS as an isolated structure at a distorted geometry, from the OMol25 dataset.

```
9
Properties=species:S:1:pos:R:3:mulliken_charge:R:1
C -1.1269 -0.0656 0.0394 0.614
C -0.2079 0.9899 -0.6627 -0.566
C 0.3059 -0.0842 0.2747 -0.248
O -2.2293 -0.5441 -0.0784 -0.479
S 1.4193 -1.5198 -0.1666 -0.191
H -0.2953 0.8191 -1.7861 0.242
H -0.1654 1.9490 -0.2003 0.259
H 0.8014 0.3861 1.5301 0.239
H 1.4981 -1.9303 1.0499 0.128
```

Computed properties:
- Kohn-Sham gap (eV) = 8.90
- E_LUMO (eV) = 0.0
- spin multiplicity = 1
- calculated total energy (eV) = -16054.859


Number 1: molecular weight 101.09 g/mol. Number 2: molecular weight 106.17 g/mol. Number 3: molecular weight 151.26 g/mol. Number 4: molecular weight 88.13 g/mol.